71
Properties=species:S:1:pos:R:3:forces:R:3:lowdin_charge:R:1 method="wB97M-V/def2-TZVPD" gap_ev="5.798 / 5.342" spin_multiplicity=5 e_homo_ev="-11.4 / -13.2" total_energy_ev=-55739.5244 e_above_lowest_kcal_mol=27.5 s2=6.02 fmax_ev_per_a=7.331 charge=+2 e_lumo_ev="-5.56 / -7.89"
Pd -0.2147 0.7821 -1.4960 -0.1 0.3 7.3 0.86
C -0.8687 -1.8731 3.0920 -0.4 0.1 0.1 -0.12
C 0.4029 -2.0705 2.5115 0.3 0.0 0.1 -0.13
C 0.6861 -0.7518 4.3666 0.1 0.1 -0.3 -0.12
C -0.6941 -1.0547 4.2395 -0.2 0.0 0.4 -0.12
C 1.3629 -1.3417 3.2628 0.0 -0.2 0.3 -0.12
C -2.1725 -2.4040 2.6256 -0.1 -0.1 0.0 0.01
H -2.1160 -2.8744 1.6454 0.1 0.0 0.2 0.05
H -2.9342 -1.6162 2.5704 0.2 -0.1 0.1 0.10
H -2.5399 -3.1611 3.3303 0.0 0.1 -0.1 0.12
C -1.7645 -0.5333 5.1151 -0.3 0.2 -0.3 0.02
H -2.7047 -0.5309 4.5512 0.1 0.1 0.3 0.09
H -1.5208 0.4966 5.4041 -0.2 -0.2 0.1 0.10
H -1.9231 -1.1099 6.0395 0.2 0.0 -0.3 0.12
C 1.2849 0.1218 5.3854 0.1 0.4 -0.1 0.02
H 1.5093 -0.4027 6.3154 -0.1 -0.1 0.1 0.12
H 0.5910 0.9324 5.6198 0.1 0.0 0.1 0.10
H 2.2162 0.5544 5.0167 0.0 0.0 0.1 0.09
C 2.8182 -1.2756 3.0177 0.3 0.1 -0.1 0.01
H 3.3466 -1.9970 3.6573 -0.1 0.1 -0.1 0.12
H 3.2224 -0.2839 3.2463 -0.1 -0.1 0.1 0.09
H 3.0861 -1.5022 1.9847 -0.1 -0.1 0.1 0.07
C 0.7119 -2.9341 1.3678 -0.1 -0.1 -0.7 0.02
H 1.0503 -3.9221 1.7116 0.0 0.1 -0.1 0.13
H 1.4998 -2.5038 0.7414 0.0 -0.1 0.1 0.08
H -0.1675 -3.0763 0.7344 0.1 -0.1 0.1 0.07
C -1.3243 1.4987 -2.9812 -2.1 0.8 -1.0 -0.35
C -2.1503 0.2616 -3.2428 -1.7 -1.3 0.0 -0.43
C -1.5364 -0.7701 -4.2189 -0.9 0.4 0.1 -0.17
C -0.0096 -0.7417 -4.1716 0.0 -0.6 -0.5 -0.17
C 0.6871 -0.2542 -2.9145 1.6 -0.5 -2.4 -0.31
C 1.3951 0.9795 -3.0260 0.4 -1.5 -0.8 -0.32
C 0.9949 2.1354 -3.9019 0.1 -0.7 0.0 -0.18
C -0.5321 2.1335 -4.0797 -0.4 0.6 -0.7 -0.17
H -1.9032 -0.5361 -5.2433 0.4 -0.2 0.6 0.13
H 0.3419 -0.1445 -5.0295 0.0 -0.4 0.4 0.12
H -1.9269 -1.7742 -3.9731 0.1 0.4 -0.2 0.10
H -0.7937 1.6781 -5.0381 0.1 0.1 0.0 0.12
H -1.8761 2.2133 -2.3555 0.0 0.1 -0.5 0.11
H -3.2285 0.4260 -3.4262 0.5 0.4 -1.1 0.11
H -0.8951 3.1537 -4.1157 0.1 0.3 -0.4 0.12
H 1.3715 3.0581 -3.4310 -0.1 -0.2 -0.3 0.11
H 2.5073 0.9366 -2.9357 -0.6 -0.1 0.7 0.09
H 1.5260 2.0468 -4.8642 -0.3 0.1 0.2 0.14
H 0.3591 -1.7639 -4.3155 0.0 0.2 -0.2 0.13
H 1.1206 -1.0223 -2.2505 0.1 0.1 -0.8 0.09
P -2.4045 -0.4472 -1.5055 3.4 1.5 -1.2 0.95
C -3.7691 0.5062 -0.8283 -0.3 -0.2 0.9 -0.21
C -2.3265 -2.2314 -1.3462 -0.8 -1.1 0.0 -0.24
P 2.7512 1.8493 -1.0259 -1.6 0.5 2.0 1.02
C 1.0511 2.3921 -0.7827 -1.1 0.7 -2.1 -0.35
C 3.2778 0.0762 -0.6314 0.2 0.6 -0.5 -0.18
C 3.3157 3.1599 0.0789 1.6 0.1 0.2 -0.24
H -3.2660 1.0457 -0.0239 -0.8 0.0 0.0 0.02
H -4.5596 -0.1406 -0.4109 0.3 0.3 -0.2 0.07
H -4.2001 1.2556 -1.5009 0.1 -0.5 -0.2 0.07
H -1.3106 -2.5725 -1.6214 -0.6 0.3 -0.1 0.05
H -3.1017 -2.7597 -1.9445 0.5 0.2 0.4 0.07
H -2.4578 -2.5150 -0.2833 -0.1 0.3 -0.6 0.02
H 3.3370 4.0005 -0.6530 0.2 -0.2 0.9 0.07
H 4.3021 2.9694 0.5307 -0.2 0.5 -0.2 0.06
H 2.5439 3.3545 0.8527 0.7 -0.2 -0.5 0.06
H 0.7972 3.0066 0.1295 0.7 -1.2 -1.2 0.05
H 0.6415 2.9682 -1.6507 0.9 0.0 0.7 0.05
H 3.7108 -0.0118 0.3717 -0.1 0.3 -0.2 0.04
H 4.0545 -0.1441 -1.3846 -0.1 0.1 0.4 0.06
H 2.4967 -0.6809 -0.7783 0.0 0.6 0.1 0.02
F -1.7090 0.6088 1.1740 0.4 -0.2 0.5 -0.01
C -0.7174 1.3095 0.5696 0.5 0.4 -0.2 -0.54
F -1.1281 2.6235 0.6810 -0.1 -0.9 0.2 0.02
F 0.3760 1.1949 1.4417 -0.8 -0.2 0.0 -0.02



48
Properties=species:S:1:pos:R:3:forces:R:3:lowdin_charge:R:1 method="wB97M-V/def2-TZVPD" gap_ev="5.308 / 5.562" spin_multiplicity=5 e_homo_ev="-5.3 / -8.1" total_energy_ev=-64492.3712 e_above_lowest_kcal_mol=56.5 s2=6.06 fmax_ev_per_a=3.997 charge=0 e_lumo_ev="-0.03 / -2.55"
Rh 0.4375 0.7533 0.1975 -1.9 0.5 -0.9 1.11
I 0.2300 3.7022 0.6117 -0.4 -0.3 -0.8 0.96
C -1.5013 3.1575 -0.5516 0.0 2.1 -0.8 -0.57
C -1.9751 4.1130 -1.4566 1.2 -1.0 0.8 -0.13
C -3.2908 3.8931 -1.8877 -0.9 1.3 -1.3 -0.11
C -4.0610 2.8579 -1.4817 -0.8 -1.8 0.1 -0.03
C -3.5560 1.8103 -0.6150 -0.5 1.6 -1.0 -0.15
C -4.2800 0.6560 -0.2429 -0.2 -0.9 0.1 -0.03
C -3.6160 -0.3190 0.4886 -3.0 -0.1 0.0 -0.09
C -2.2766 -0.1902 0.7705 0.6 -1.8 0.3 -0.18
C -1.5693 0.8640 0.3099 1.6 0.4 0.8 -0.27
C -2.2166 1.9800 -0.2082 0.1 0.0 -0.4 -0.27
H -1.3515 4.9087 -1.9460 -0.7 -0.7 1.1 0.12
H -3.7353 4.6515 -2.5753 0.4 -0.8 0.4 0.12
H -5.0326 2.6452 -1.9622 0.4 0.6 0.5 0.12
H -5.3340 0.4495 -0.5499 1.0 0.6 0.2 0.13
H -4.2258 -1.1951 0.8569 1.0 0.9 -0.5 0.13
H -1.8208 -1.0806 1.2315 0.2 0.6 -0.2 0.11
I 5.7901 -0.0882 1.0113 -0.2 -0.2 0.0 0.91
C 4.3148 -1.3515 0.2312 1.2 0.2 0.5 -0.62
C 4.6226 -2.6652 -0.0740 1.4 2.3 0.5 -0.28
C 3.6843 -3.4115 -0.7591 -0.7 -1.4 0.7 -0.63
I 4.1569 -5.4399 -0.6920 -0.2 -0.1 -0.5 0.96
C 2.3568 -2.9704 -0.9827 -1.5 -1.2 -1.2 -0.21
C 1.3097 -3.7405 -1.6429 2.6 -0.6 0.6 -0.08
C 0.1221 -3.1077 -1.8381 -2.5 3.0 0.9 -0.08
C -0.1970 -1.8737 -1.1836 0.0 -3.0 -2.3 -0.13
N 0.7311 -1.1232 -0.5750 2.1 -2.7 0.2 -0.06
C 2.0332 -1.6786 -0.5688 -0.8 2.1 1.0 -0.12
C 3.0108 -0.7713 0.0262 -2.3 -0.5 -0.9 -0.38
O 2.5579 0.3977 0.3537 2.2 -0.9 0.0 -0.22
H 5.6425 -3.0524 0.1371 -1.0 0.3 -0.2 0.08
H 1.4469 -4.7988 -1.9397 0.2 1.0 0.1 0.08
H -0.6512 -3.4396 -2.5173 0.0 -0.6 0.3 0.10
H -1.2269 -1.5681 -1.2535 0.1 0.6 0.0 0.10
N 1.6269 0.5473 2.7844 0.6 -0.8 2.4 0.01
C 1.5201 0.3503 4.1686 -0.6 0.1 -2.3 -0.04
C 0.1724 0.2892 4.4422 -0.9 0.1 -0.4 -0.05
C -0.5027 0.4593 3.1940 1.7 -0.4 0.3 -0.08
N 0.4257 0.5057 2.1817 -0.5 1.1 3.1 -0.14
H 2.4489 0.7543 2.1878 -0.5 -0.6 0.4 0.13
H 2.3244 0.1226 4.8461 0.4 0.4 -0.3 0.12
H -0.2839 0.1192 5.4359 0.4 0.2 -1.0 0.11
H -1.5655 0.5668 3.0417 0.2 -0.2 -0.3 0.11
O 2.0298 0.5995 -2.3612 -1.9 0.1 -1.0 0.02
N 0.8875 0.7851 -2.7978 -1.2 1.5 -0.3 -0.42
O 0.5536 0.9432 -3.9933 0.9 -0.8 2.9 0.04
O -0.1666 0.9832 -1.8528 2.8 -0.2 -1.5 -0.22



98
Properties=species:S:1:pos:R:3:forces:R:3:lowdin_charge:R:1 method="wB97M-V/def2-TZVPD" gap_ev=8.164 spin_multiplicity=1 e_homo_ev=-10.5 total_energy_ev=-94980.6529 e_above_lowest_kcal_mol=10.5 fmax_ev_per_a=0.540 charge=+1 e_lumo_ev=-2.33
Sr 0.1675 -0.7909 2.2700 -0.1 0.1 0.4 1.43
C -4.6348 2.2833 0.7381 0.0 0.0 0.0 -0.06
N -3.4838 2.0026 1.5904 0.0 0.0 0.0 -0.11
C -2.7979 0.8668 1.6879 -0.1 0.0 0.1 -0.16
N -1.7282 1.0456 2.4456 0.0 0.1 -0.1 0.00
C -1.8193 2.3597 2.7892 0.0 0.0 0.0 -0.20
N -2.8619 2.9775 2.2849 0.0 0.0 0.0 0.13
C -4.1991 2.6676 -0.6569 0.0 0.0 0.0 -0.20
C -4.3706 3.9620 -1.1243 0.0 0.0 0.0 -0.02
C -3.9211 4.3167 -2.3924 0.0 0.0 0.0 -0.05
C -3.2791 3.3874 -3.1899 0.0 0.0 0.0 -0.01
C -3.0968 2.0863 -2.7199 0.0 0.0 0.0 -0.14
C -3.5720 1.7272 -1.4669 0.1 0.0 0.0 0.02
C -2.3711 1.1264 -3.5485 0.1 0.0 0.0 -0.29
N -1.7372 1.3483 -4.6471 0.0 0.0 0.0 0.13
N -1.1921 0.1362 -5.0390 0.0 0.0 0.0 0.13
C -1.5425 -0.7271 -4.1506 0.1 0.0 0.0 -0.32
O -2.2862 -0.1717 -3.1599 -0.1 0.0 0.0 0.13
C -1.1574 -2.1340 -4.0646 0.0 0.0 0.0 -0.15
C -0.4751 -2.7177 -5.1318 0.0 0.0 0.0 -0.01
C -0.0531 -4.0306 -5.0353 0.0 0.0 0.0 -0.04
C -0.2982 -4.7627 -3.8790 0.0 0.0 0.0 -0.02
C -0.9814 -4.1880 -2.8173 0.0 0.0 0.0 -0.19
C -1.2314 -4.9664 -1.5481 0.0 0.0 0.0 -0.06
N -0.4186 -4.4677 -0.4433 0.0 0.0 0.0 -0.11
C -0.7057 -3.4947 0.4162 0.0 -0.1 0.0 -0.15
N 0.3337 -3.2613 1.2058 0.0 0.1 -0.2 0.00
C 1.2527 -4.1621 0.7560 0.0 0.0 0.0 -0.20
N 0.8398 -4.9040 -0.2426 0.0 0.0 0.0 0.14
C -1.4160 -2.8713 -2.9168 0.0 0.0 0.0 0.03
H -5.1935 3.0850 1.2142 0.0 0.0 0.0 0.13
H -5.2558 1.3878 0.7247 0.0 0.0 0.0 0.14
H -3.1112 -0.0579 1.2339 0.0 0.0 0.0 0.13
H -1.1110 2.8572 3.4313 0.0 0.0 0.0 0.12
H -4.8550 4.6999 -0.4967 0.0 0.0 0.0 0.12
H -4.0683 5.3258 -2.7526 0.0 0.0 0.0 0.11
H -2.9145 3.6502 -4.1738 0.0 0.0 0.0 0.12
H -3.4198 0.7138 -1.1150 0.0 0.0 0.0 0.12
H -0.2867 -2.1328 -6.0218 0.0 0.0 0.0 0.12
H 0.4719 -4.4898 -5.8618 0.0 0.0 0.0 0.11
H 0.0459 -5.7868 -3.8045 0.0 0.0 0.0 0.12
H -0.9829 -6.0170 -1.6742 0.0 0.0 0.0 0.13
H -2.2736 -4.8915 -1.2386 0.0 0.0 0.0 0.14
H -1.6659 -3.0092 0.4655 0.0 0.0 0.0 0.13
H 2.2305 -4.2872 1.1910 0.0 0.0 0.0 0.11
H -1.9529 -2.4080 -2.0967 0.0 0.0 0.0 0.12
C 1.5279 -0.1693 -2.7468 0.0 0.0 0.0 -0.06
N 2.1301 0.5462 -1.6129 -0.1 0.0 -0.1 -0.28
C 3.5106 0.9456 -1.8489 0.0 0.0 0.0 -0.09
P 1.0695 1.1787 -0.5443 -0.2 -0.1 0.0 0.46
O -0.0636 0.2648 -0.2436 0.1 -0.2 0.3 -0.34
O 1.8730 1.3835 0.8538 0.4 0.3 -0.1 -0.27
P 2.9911 0.9919 1.9387 -0.1 0.0 0.1 0.43
O 2.3047 0.5052 3.1628 -0.4 -0.2 -0.3 -0.34
N 3.8776 2.3262 2.1864 0.0 0.0 0.0 -0.29
C 4.4262 2.6017 3.5178 0.0 0.0 0.0 -0.07
C 4.4133 3.1350 1.0999 0.0 0.0 0.0 -0.08
N 3.8781 -0.1620 1.1513 0.1 0.0 0.0 -0.29
C 5.2406 -0.3890 1.6506 0.0 0.0 0.0 -0.07
C 3.1655 -1.4120 0.8900 0.2 0.0 -0.2 -0.13
N 0.5633 2.6589 -0.9938 0.0 0.0 0.0 -0.27
C 1.4134 3.6169 -1.6855 0.0 0.0 0.0 -0.07
C -0.5595 3.2757 -0.2885 0.0 0.0 0.0 -0.07
H 2.1705 -1.0100 -3.0137 0.0 0.0 0.0 0.10
H 1.4090 0.4788 -3.6188 0.0 0.0 0.0 0.10
H 0.5577 -0.5607 -2.4538 0.0 0.0 0.0 0.06
H 4.1053 0.0498 -2.0379 0.0 0.0 0.0 0.10
H 3.9286 1.4403 -0.9804 0.0 0.0 0.0 0.05
H 3.5992 1.5968 -2.7230 0.0 0.0 0.0 0.09
H 3.9311 1.9766 4.2557 0.0 0.0 0.0 0.08
H 4.2482 3.6475 3.7686 0.0 0.0 0.0 0.09
H 5.5017 2.4105 3.5459 0.0 0.0 0.0 0.09
H 3.7071 3.1800 0.2732 0.0 0.0 0.0 0.06
H 5.3752 2.7622 0.7339 0.0 0.0 0.0 0.09
H 4.5585 4.1510 1.4658 0.0 0.0 0.0 0.10
H 5.7590 0.5604 1.7697 0.0 0.0 0.0 0.07
H 5.7845 -0.9836 0.9173 0.0 0.0 0.0 0.09
H 5.2480 -0.9200 2.6075 0.0 0.0 0.0 0.10
H 2.2356 -1.2362 0.3454 0.0 0.0 0.1 0.05
H 2.9895 -1.9877 1.8072 0.0 0.0 0.0 0.09
H 3.7721 -2.0241 0.2200 0.0 0.0 0.1 0.10
H 2.2119 3.1148 -2.2247 0.0 0.0 0.0 0.06
H 1.8521 4.3360 -0.9862 0.0 0.0 0.0 0.09
H 0.8144 4.1677 -2.4120 0.0 0.0 0.0 0.10
H -1.1382 2.5094 0.2162 0.0 0.0 0.0 0.05
H -1.2042 3.7828 -1.0071 0.0 0.0 0.0 0.09
H -0.2070 4.0042 0.4474 0.0 0.0 0.0 0.10
F -2.3685 -1.9634 2.2940 0.0 0.0 0.0 -0.09
C -2.2286 -2.2848 3.6689 0.0 0.0 0.0 -0.27
C -1.0740 -1.9048 4.2811 0.0 0.0 0.0 -0.11
C -1.0145 -2.2599 5.6096 0.0 0.0 0.0 -0.27
F 0.0790 -1.9524 6.3462 0.0 0.0 0.0 0.06
C -2.0293 -2.9347 6.2685 0.0 0.0 0.0 -0.15
F -1.9309 -3.2588 7.5600 0.0 0.0 0.0 0.12
C -3.1787 -3.2863 5.5726 0.0 0.0 0.0 -0.14
F -4.1651 -3.9361 6.1905 0.0 0.0 0.0 0.13
C -3.2920 -2.9582 4.2333 0.0 0.0 0.0 -0.16
F -4.3892 -3.2880 3.5370 0.0 0.0 0.0 0.10